C44H38N4O4P2Pt as an isolated structure. Source: OMol25; level of theory: wB97M-V/def2-TZVPD.

```
93
C44H38N4O4P2Pt, DFT wB97M-V/def2-TZVPD
Pt 1.699 -0.581 0.752
O -0.891 -6.346 -1.913
C -1.458 -5.277 -1.762
O -2.519 -4.710 -2.037
C -0.570 -4.264 -1.009
C 0.633 -3.849 -1.594
C 1.347 -2.869 -0.959
N 0.878 -2.312 0.169
C -0.232 -2.740 0.774
C -0.993 -3.732 0.210
C -0.447 -2.052 2.049
C -1.269 -2.504 3.058
C -1.314 -1.810 4.254
C -0.563 -0.652 4.400
C 0.209 -0.229 3.342
N 0.274 -0.924 2.196
C 2.655 -2.333 -1.354
C 3.597 -3.064 -2.050
C 4.835 -2.496 -2.302
C 5.085 -1.197 -1.877
C 4.092 -0.519 -1.206
N 2.902 -1.077 -0.934
H 0.975 -4.286 -2.524
H -1.900 -4.085 0.682
H -1.853 -3.403 2.922
H -1.922 -2.176 5.071
H -0.566 -0.090 5.323
H 0.799 0.677 3.398
H 3.380 -4.079 -2.354
H 5.599 -3.064 -2.818
H 6.040 -0.720 -2.053
H 4.232 0.509 -0.897
N 3.094 0.813 1.681
C 3.863 0.470 2.920
C 4.502 -0.899 2.821
C 3.343 -1.845 2.830
O 2.870 -2.317 3.824
O 2.818 -2.054 1.576
H 3.746 0.945 0.916
H 2.640 1.711 1.821
H 3.183 0.496 3.770
H 4.621 1.236 3.081
H 5.139 -1.087 3.682
H 5.070 -1.016 1.896
C -1.080 1.612 0.561
P 0.453 1.083 -0.234
C 1.527 2.538 -0.168
C 2.441 2.754 -1.205
C 3.340 3.811 -1.134
C 3.359 4.636 -0.017
C 2.471 4.414 1.029
C 1.557 3.371 0.956
C 0.012 0.869 -1.956
C -0.265 2.015 -2.710
C -0.659 1.887 -4.029
C -0.804 0.626 -4.596
C -0.554 -0.512 -3.845
C -0.141 -0.390 -2.525
P -2.477 0.400 0.910
C -3.752 1.608 1.434
C -3.487 2.898 1.882
C -4.532 3.752 2.230
C -5.840 3.308 2.169
C -6.111 2.011 1.750
C -5.074 1.164 1.394
C -3.093 -0.050 -0.745
C -3.181 -1.400 -1.069
C -3.703 -1.809 -2.294
C -4.145 -0.855 -3.196
C -4.075 0.500 -2.877
C -3.562 0.901 -1.656
H -1.446 2.425 -0.075
H -0.808 2.008 1.542
H 2.433 2.105 -2.074
H 4.018 4.001 -1.958
H 4.060 5.460 0.037
H 2.482 5.062 1.896
H 0.855 3.229 1.771
H -0.161 3.002 -2.274
H -0.857 2.773 -4.619
H -1.117 0.533 -5.628
H -0.685 -1.495 -4.279
H 0.043 -1.275 -1.941
H -2.471 3.269 1.961
H -4.316 4.763 2.550
H -6.650 3.964 2.463
H -7.132 1.656 1.709
H -5.295 0.153 1.071
H -2.868 -2.144 -0.348
H -3.774 -2.865 -2.519
H -4.566 -1.165 -4.145
H -4.445 1.241 -3.575
H -3.552 1.956 -1.399
```

The calculation puts the frontier orbital gap at 5.1 eV. Its calculated total energy is -3021.00736 a.u. As for the charge: +2. The calculation puts the LUMO energy at -0.2729 Ha. For the energy above the lowest of the compared OMol25 structures with the same formula, charge and spin, the calculation gives 0.0 kcal per mole.

These are the Löwdin partial charges, in e, on atoms 1 to 8:
1 Pt 1.43
2 O 0.07
3 C -0.71
4 O 0.04
5 C -0.03
6 C 0.10
7 C -0.21
8 N -0.04